(A)
# H22NeO11

A structure of composition H22NeO11 (wB97M-V/def2-TZVPD, the OMol25 dataset).

Properties
highest occupied orbital energy: -9.829 eV
M: 218.35 g mol⁻¹

The geometry in ORCA input format:
```
! wB97M-V def2-TZVPD RIJCOSX def2/J DEFGRID3
* xyz 0 1
Ne 7.96 -11.70 5.37
O 7.41 -12.63 1.75
H 8.18 -12.60 2.31
H 7.40 -11.79 1.30
O 5.45 -10.12 5.70
H 5.62 -10.35 6.61
H 4.98 -9.28 5.75
O 10.90 -11.03 6.07
H 11.62 -10.90 5.45
H 11.19 -11.76 6.62
O 10.02 -12.64 3.04
H 10.32 -12.66 2.13
H 10.36 -11.82 3.39
O 10.55 -14.64 5.92
H 11.40 -15.07 5.82
H 10.50 -14.02 5.19
O 6.23 -10.39 8.25
H 6.77 -11.14 8.49
H 5.38 -10.58 8.64
O 3.35 -11.89 5.27
H 3.59 -12.80 5.40
H 4.14 -11.40 5.48
O 7.19 -8.44 4.71
H 6.49 -9.06 4.88
H 6.76 -7.68 4.33
O 5.79 -13.54 5.96
H 6.71 -13.30 5.88
H 5.80 -14.37 6.44
O 5.24 -13.81 3.11
H 6.05 -13.61 2.63
H 5.48 -13.70 4.03
O 9.88 -9.39 4.19
H 10.02 -9.87 5.00
H 8.93 -9.29 4.12
*
```

***

(B)
# H22NeO11

A structure of composition H22NeO11 (wB97M-V/def2-TZVPD, the OMol25 dataset).

Properties
highest occupied orbital energy: -10.192 eV
M: 218.35 g mol⁻¹

The geometry in ORCA input format:
```
! wB97M-V def2-TZVPD RIJCOSX def2/J DEFGRID3
* xyz 0 1
Ne -11.48 12.66 -14.32
O -13.64 12.39 -11.76
H -14.32 12.61 -11.12
H -13.30 13.24 -12.04
O -9.31 11.62 -12.88
H -8.40 11.48 -12.61
H -9.64 12.28 -12.27
O -11.01 9.50 -13.38
H -10.40 10.23 -13.29
H -10.59 8.91 -14.01
O -10.24 14.07 -17.14
H -11.19 14.07 -17.06
H -9.92 13.75 -16.30
O -10.14 13.91 -11.45
H -10.00 13.34 -10.70
H -11.08 14.10 -11.43
O -8.43 13.03 -15.24
H -8.56 12.59 -14.39
H -8.09 12.34 -15.81
O -12.94 14.42 -16.14
H -13.63 14.95 -16.52
H -13.35 13.57 -15.98
O -13.69 9.76 -15.00
H -13.29 9.02 -15.46
H -13.13 9.91 -14.24
O -12.73 14.95 -12.27
H -12.40 15.36 -13.07
H -13.06 15.69 -11.75
O -14.20 12.00 -16.47
H -13.91 11.22 -16.00
H -14.81 11.66 -17.13
O -11.78 16.35 -14.33
H -10.84 16.39 -14.48
H -12.14 15.92 -15.10
*
```

***

Name the most stable of them. (B).

***

(A)
# C2H6IOP

An isolated molecule of C2H6IOP (wB97M-V/def2-TZVPD, the OMol25 dataset).

Properties
highest occupied orbital energy: -9.739 eV
M: 203.95 g mol⁻¹
structure (SMILES): CP(C)(=O)I

The geometry in ORCA input format:
```
! wB97M-V def2-TZVPD RIJCOSX def2/J DEFGRID3
* xyz 0 1
C 0.61 0.83 -1.51
C 0.27 -0.43 1.55
O -0.56 -1.92 -0.67
P -0.41 -0.57 -0.18
I -2.71 0.55 0.10
H 1.05 1.43 -0.68
H 1.26 0.34 -2.37
H -0.32 1.12 -2.02
H -0.44 -0.95 2.09
H 1.21 -0.97 1.75
H 0.04 0.57 1.95
*
```

***

(B)
# C2H6IOP

A cluster of 2 separate species, C2H6IOP in total (wB97M-V/def2-TZVPD, the OMol25 dataset).

Properties
highest occupied orbital energy: -9.005 eV
M: 203.95 g mol⁻¹
structure (SMILES): C=CO.PI

The geometry in ORCA input format:
```
! wB97M-V def2-TZVPD RIJCOSX def2/J DEFGRID3
* xyz 0 1
C -0.51 0.58 -0.06
C -0.42 -0.42 -0.86
O -0.88 -1.69 -0.81
P -3.42 1.98 0.16
I -4.06 -0.44 -0.05
H -2.29 1.75 -0.68
H -0.96 0.50 0.95
H 0.24 1.34 -0.10
H -0.24 -0.28 -1.96
H -1.10 -2.14 -0.05
H -4.38 2.43 -0.82
*
```

***

Name the most stable of them. (A).

***

(A)
# H3N3O2

A cluster of 2 separate species, H3N3O2 in total (wB97M-V/def2-TZVPD, the OMol25 dataset).

Properties
highest occupied orbital energy: 0.360 eV
M: 77.04 g mol⁻¹

The geometry in ORCA input format:
```
! wB97M-V def2-TZVPD RIJCOSX def2/J DEFGRID3
* xyz -2 1
N -1.01 0.07 5.50
N 1.41 -1.07 -11.08
N 2.15 -0.06 -11.19
O 3.36 -0.17 -11.41
O 1.72 1.07 -10.85
H -0.70 1.02 5.56
H -0.32 -0.42 6.11
H 0.46 -0.94 -10.70
*
```

***

(B)
# H3N3O2

A cluster of 2 separate species, H3N3O2 in total (wB97M-V/def2-TZVPD, the OMol25 dataset).

Properties
highest occupied orbital energy: 0.308 eV
M: 77.04 g mol⁻¹

The geometry in ORCA input format:
```
! wB97M-V def2-TZVPD RIJCOSX def2/J DEFGRID3
* xyz -2 1
N -11.58 -0.83 0.04
N 6.80 1.40 -0.43
N 6.81 0.10 0.05
O 6.88 -0.82 -0.76
O 6.69 -0.13 1.29
H -11.19 -1.50 -0.57
H -10.88 -0.05 -0.04
H 6.47 1.83 0.43
*
```

***

Name the most stable of them. (B).

***

(A)
# C12H24Cl12

A cluster of 6 separate species, C12H24Cl12 in total (wB97M-V/def2-TZVPD, the OMol25 dataset).

Properties
highest occupied orbital energy: -10.453 eV
M: 593.76 g mol⁻¹
structure (SMILES): ClCCCl.ClCCCl.ClCCCl.ClCCCl.ClCCCl.ClCCCl

The geometry in ORCA input format:
```
! wB97M-V def2-TZVPD RIJCOSX def2/J DEFGRID3
* xyz 0 1
Cl 28.93 6.91 -1.44
C 27.74 8.20 -1.14
C 26.36 7.79 -1.59
Cl 26.37 7.32 -3.29
H 28.06 9.07 -1.71
H 27.74 8.40 -0.07
H 25.64 8.59 -1.46
H 26.01 6.93 -1.04
Cl 30.27 7.24 -5.11
C 30.25 5.48 -4.77
C 28.85 4.97 -4.62
Cl 28.11 4.59 -6.22
H 30.80 5.33 -3.83
H 30.81 5.02 -5.58
H 28.23 5.74 -4.18
H 28.79 4.07 -4.03
Cl 29.49 10.43 0.86
C 29.92 10.67 2.57
C 28.78 10.32 3.47
Cl 27.39 11.41 3.24
H 30.15 11.72 2.68
H 30.80 10.10 2.84
H 29.09 10.39 4.51
H 28.42 9.31 3.31
Cl 23.63 5.43 -1.36
C 21.99 5.91 -1.89
C 21.72 7.37 -1.61
Cl 22.75 8.45 -2.59
H 21.28 5.30 -1.35
H 21.94 5.72 -2.95
H 21.85 7.63 -0.56
H 20.69 7.61 -1.87
Cl 33.67 6.73 -0.77
C 32.32 7.87 -1.05
C 32.81 9.21 -1.57
Cl 33.53 10.20 -0.26
H 31.85 8.01 -0.08
H 31.67 7.42 -1.79
H 32.02 9.79 -2.03
H 33.61 9.08 -2.30
Cl 23.44 10.94 2.36
C 23.21 11.66 0.75
C 24.29 12.66 0.39
Cl 25.73 11.85 -0.24
H 22.23 12.13 0.74
H 23.20 10.88 -0.01
H 24.61 13.25 1.24
H 23.89 13.34 -0.36
*
```

***

(B)
# C12H24Cl12

A cluster of 6 separate species, C12H24Cl12 in total (wB97M-V/def2-TZVPD, the OMol25 dataset).

Properties
highest occupied orbital energy: -10.701 eV
M: 593.76 g mol⁻¹
structure (SMILES): ClCCCl.ClCCCl.ClCCCl.ClCCCl.ClCCCl.ClCCCl

The geometry in ORCA input format:
```
! wB97M-V def2-TZVPD RIJCOSX def2/J DEFGRID3
* xyz 0 1
Cl 5.10 0.00 -2.86
C 4.76 1.59 -2.17
C 3.86 2.37 -3.14
Cl 2.32 1.62 -3.24
H 5.67 2.18 -2.13
H 4.32 1.52 -1.19
H 4.39 2.35 -4.14
H 3.67 3.39 -2.87
Cl -4.48 1.22 2.82
C -3.45 -0.20 2.92
C -3.71 -1.00 4.17
Cl -3.55 -0.09 5.74
H -2.38 0.05 2.86
H -3.71 -0.82 2.08
H -3.01 -1.83 4.24
H -4.72 -1.44 4.18
Cl 2.89 0.57 0.77
C 1.47 -0.32 0.14
C 0.16 -0.19 0.89
Cl -0.28 1.55 0.97
H 1.72 -1.38 0.11
H 1.41 -0.04 -0.91
H 0.23 -0.64 1.84
H -0.65 -0.57 0.25
Cl -0.79 -0.29 -2.92
C -1.33 1.41 -2.58
C -1.56 2.16 -3.85
Cl -2.55 3.52 -3.60
H -0.53 1.82 -1.99
H -2.25 1.29 -2.01
H -2.10 1.53 -4.54
H -0.62 2.50 -4.29
Cl 6.67 -1.37 5.02
C 5.34 -0.80 4.06
C 4.82 -1.88 3.08
Cl 3.92 -3.12 4.06
H 5.72 0.01 3.41
H 4.46 -0.49 4.61
H 5.63 -2.33 2.49
H 4.01 -1.48 2.52
Cl -5.37 -3.21 -0.61
C -5.73 -2.00 -1.91
C -4.57 -1.05 -2.05
Cl -4.34 -0.08 -0.64
H -6.67 -1.48 -1.57
H -5.82 -2.58 -2.80
H -4.70 -0.33 -2.90
H -3.66 -1.67 -2.31
*
```

***

Name the most stable of them. (A).

***

(A)
# CH4OS2

A cluster of 2 separate species, CH4OS2 in total (wB97M-V/def2-TZVPD, the OMol25 dataset).

Properties
highest occupied orbital energy: -9.579 eV
M: 96.18 g mol⁻¹
structure (SMILES): C=O.SS

The geometry in ORCA input format:
```
! wB97M-V def2-TZVPD RIJCOSX def2/J DEFGRID3
* xyz 0 1
S -1.91 0.07 -0.81
S -1.69 -0.18 1.24
H -1.63 1.37 -0.85
H -2.99 0.01 1.54
O 1.47 -1.11 0.39
C 2.06 -0.32 -0.28
H 1.95 0.77 -0.12
H 2.73 -0.61 -1.11
*
```

***

(B)
# CH4OS2

A cluster of 2 separate species, CH4OS2 in total (wB97M-V/def2-TZVPD, the OMol25 dataset).

Properties
highest occupied orbital energy (alpha / beta): -7.961 / -8.754 eV
M: 96.18 g mol⁻¹

The geometry in ORCA input format:
```
! wB97M-V def2-TZVPD RIJCOSX def2/J DEFGRID3
* xyz 0 1
C 0.89 -1.06 -0.11
O -1.44 1.21 0.02
S 1.39 0.58 -0.30
S -1.88 -0.37 0.38
H 1.02 -1.65 -0.93
H 1.01 -1.41 0.82
H -1.84 1.60 -0.71
H 0.84 1.10 0.82
*
```

***

Name the most stable of them. (A).

***

(A)
# C3H11N2S

A cluster of 2 separate species, C3H11N2S in total (wB97M-V/def2-TZVPD, the OMol25 dataset).

Properties
highest occupied orbital energy: -12.559 eV
M: 107.20 g mol⁻¹

The geometry in ORCA input format:
```
! wB97M-V def2-TZVPD RIJCOSX def2/J DEFGRID3
* xyz 1 1
C -0.51 -1.72 1.41
C 1.18 -0.11 0.23
C 0.13 1.49 -1.06
N -1.09 0.76 -1.27
N 0.04 -1.20 0.16
S 0.11 2.98 -0.09
H 0.09 -1.51 2.32
H -1.57 -1.45 1.60
H -0.57 -2.88 1.37
H 2.12 -0.42 -0.15
H 1.37 0.22 1.19
H 0.77 1.48 -1.92
H -1.87 0.95 -0.59
H -1.36 0.71 -2.19
H 0.37 -1.95 -0.41
H -0.71 -0.53 -0.39
H 1.51 3.19 -0.20
*
```

***

(B)
# C3H11N2S

A cluster of 2 separate species, C3H11N2S in total (wB97M-V/def2-TZVPD, the OMol25 dataset).

Properties
highest occupied orbital energy: -11.759 eV
M: 107.20 g mol⁻¹

The geometry in ORCA input format:
```
! wB97M-V def2-TZVPD RIJCOSX def2/J DEFGRID3
* xyz 1 1
C 1.97 2.96 -1.27
C 0.57 2.79 -0.72
S 0.48 1.60 0.65
H 2.44 2.03 -1.57
H 2.63 3.42 -0.52
H 1.98 3.69 -2.08
H 0.20 3.77 -0.39
H -0.15 2.56 -1.50
H -0.75 1.16 0.33
N -1.77 -2.66 1.84
C -0.95 -3.35 1.08
N -0.64 -3.02 -0.14
H -2.25 -1.86 1.45
H -2.27 -3.13 2.58
H -0.57 -4.29 1.45
H -0.02 -3.58 -0.69
H -0.90 -2.10 -0.50
*
```

***

Name the most stable of them. (B).